C54H45F9 | ωB97M-V with the def2-TZVPD basis set

```
108
C54H45F9 ωB97M-V with the def2-TZVPD basis set
F -3.96111 -0.94362 0.01801
C -5.15383 -0.79114 -0.61419
C -5.56452 0.47331 -0.97590
C -6.73137 0.66060 -1.68719
C -7.48556 -0.45650 -1.99226
C -7.15547 -1.70811 -1.51743
C -5.97377 -1.87140 -0.81662
H -4.87731 1.28419 -0.73686
H -7.00226 1.63562 -2.06191
H -8.36911 -0.31148 -2.60963
H -7.82688 -2.54326 -1.64035
H -5.74834 -2.79866 -0.29765
F -4.71770 -0.72073 -3.80383
C -3.41903 -0.93025 -4.04017
C -2.47823 -0.66164 -3.06089
C -1.14607 -0.77886 -3.40469
C -0.76919 -1.17445 -4.67368
C -1.74449 -1.51072 -5.60803
C -3.07524 -1.46261 -5.25033
H -2.77550 -0.27898 -2.09499
H -0.37980 -0.57784 -2.66244
H 0.27490 -1.16968 -4.96227
H -1.47001 -1.75852 -6.62487
H -3.86017 -1.55445 -5.99489
F 2.17382 -5.52701 2.57634
C 1.78654 -5.20764 3.76972
C 1.83773 -3.89632 4.17449
C 1.45636 -3.57918 5.45108
C 0.92179 -4.53047 6.29183
C 0.81306 -5.82335 5.83912
C 1.22335 -6.15550 4.58158
H 2.26082 -3.14591 3.51334
H 1.46292 -2.52256 5.69757
H 0.62452 -4.17363 7.26700
H 0.34777 -6.58872 6.44544
H 1.15911 -7.17900 4.22322
F -3.72699 6.31397 -5.09386
C -3.62790 5.17724 -4.43785
C -2.75639 5.14645 -3.38395
C -2.51800 3.92401 -2.74035
C -3.33491 2.83997 -3.06391
C -4.20852 2.90169 -4.13928
C -4.38222 4.10985 -4.80484
H -2.22495 6.03794 -3.07882
H -1.74727 3.93176 -1.98536
H -3.14275 1.89235 -2.56936
H -4.79358 2.03369 -4.41449
H -5.05382 4.20766 -5.65097
F 8.27884 -1.54497 -3.43401
C 7.14443 -1.55173 -2.66487
C 6.61858 -0.35457 -2.21529
C 5.48852 -0.30147 -1.40584
C 4.93970 -1.52068 -1.00914
C 5.41530 -2.72883 -1.49500
C 6.52220 -2.73934 -2.32870
H 7.07272 0.58738 -2.53165
H 5.11619 0.64248 -1.04694
H 4.02661 -1.48771 -0.41726
H 4.85710 -3.62846 -1.28033
H 6.90203 -3.63705 -2.81761
F 2.70862 1.11481 -0.00918
C 1.54532 0.55558 0.29572
C 0.39892 1.11122 -0.20112
C -0.81378 0.47474 0.05141
C -0.82378 -0.76018 0.71889
C 0.34505 -1.26728 1.25854
C 1.55610 -0.63333 0.99996
H 0.45854 2.00036 -0.81620
H -1.72782 0.87306 -0.37256
H -1.78630 -1.21080 0.93147
H 0.32227 -2.11776 1.92784
H 2.48051 -1.07280 1.36022
F -0.24774 5.91091 -1.22873
C 0.90995 6.54372 -1.04185
C 0.98601 7.86618 -1.37344
C 2.15159 8.57110 -1.13494
C 3.23776 7.91388 -0.59167
C 3.16971 6.56736 -0.33220
C 2.00386 5.86273 -0.57129
H 0.16601 8.37600 -1.87107
H 2.25649 9.60643 -1.42256
H 4.15773 8.44274 -0.37373
H 4.05676 6.03432 -0.01344
H 1.94268 4.80460 -0.38422
F -4.82160 -4.56805 0.87738
C -3.77204 -4.29264 1.65109
C -2.75787 -5.21515 1.73029
C -1.64818 -4.89246 2.46715
C -1.60718 -3.69065 3.14132
C -2.65924 -2.77070 3.07043
C -3.77470 -3.09885 2.33196
H -2.82766 -6.17160 1.23220
H -0.82606 -5.59316 2.50630
H -0.74611 -3.41762 3.74321
H -2.60885 -1.84737 3.63092
H -4.62147 -2.42919 2.24858
F 5.59991 0.17529 1.77518
C 5.22775 0.55764 3.00763
C 4.07769 1.29094 3.15162
C 3.68525 1.68865 4.43004
C 4.36403 1.20114 5.53784
C 5.49738 0.43323 5.36113
C 5.94442 0.10676 4.08519
H 3.56421 1.63329 2.25828
H 2.81016 2.30846 4.57822
H 4.04194 1.48573 6.53233
H 6.06158 0.07361 6.21351
H 6.81961 -0.50799 3.92440
```

Output
orbital gap: 0.3539 hartree
2S+1: 1
HOMO energy: -9.109 eV
structure (SMILES): Fc1ccccc1.Fc1ccccc1.Fc1ccccc1.Fc1ccccc1.Fc1ccccc1.Fc1ccccc1.Fc1ccccc1.Fc1ccccc1.Fc1ccccc1
energy relative to the best compared isomer or geometry (same formula, charge and spin): 80.6 kJ/mol
DFT total energy: -2983.4680 Ha